(1)
Density functional theory data (ωB97M-V/def2-TZVPD) for a cluster of 2 separate species, C5H11NO2 in total in a non-equilibrium geometry.

The calculation puts the energy above the lowest of the compared OMol25 structures with the same formula, charge and spin at 180.24 kcal/mol. The LUMO energy comes out at -3.82 eV.

The geometry in ORCA input format:
```
! RIJCOSX wB97M-V def2-TZVPD def2/J DEFGRID3
* xyz 0 1
N 2.25274 0.56768 0.53580
C 0.86106 -1.14663 -0.65872
C -0.32276 -0.54312 -1.37414
C 0.12323 0.84626 -0.94665
C 1.03283 0.22661 0.24453
C 0.21625 0.09632 1.58232
O -0.91833 -0.65037 1.58650
H 2.75866 0.96617 -0.29274
H 1.64874 -1.53783 -1.28999
H 0.69765 -1.90371 0.11244
H -1.20321 -0.93972 -0.92236
H -0.41058 -0.65584 -2.44625
H -0.65510 1.53188 -0.61910
H 0.89127 1.24444 -1.61602
H 0.00595 1.11611 1.89732
H 0.90721 -0.25977 2.34408
H -3.53546 0.37542 0.26267
H -1.69616 -0.06312 1.17488
O -2.65402 0.72922 0.42544
*
```

(2)
Density functional theory data (ωB97M-V/def2-TZVPD) for an isolated molecule of C5H11NO2 in a non-equilibrium geometry.

The SMILES is CCC[C@@H](N)C(=O)O. The calculation puts the energy above the lowest of the compared OMol25 structures with the same formula, charge and spin at 50.21 kcal/mol. The LUMO energy comes out at 0.59 eV.

The geometry in ORCA input format:
```
! RIJCOSX wB97M-V def2-TZVPD def2/J DEFGRID3
* xyz 0 1
C 0.55003 -2.02462 0.57557
C -0.43290 -1.07584 1.25716
C -0.13844 0.45165 1.02247
C -0.33028 0.52256 -0.66110
N -1.77041 0.69068 -0.87380
C 0.65114 1.56373 -1.23052
O 0.38113 2.55439 -1.91708
O 1.89167 1.16632 -0.93899
H 1.47379 -1.52394 0.19626
H -0.18274 -2.29284 -0.29927
H 0.95496 -2.86231 1.06134
H -0.15058 -1.15822 2.41938
H -1.47991 -1.26162 1.14959
H 0.87216 0.89281 1.36030
H -0.85673 0.99808 1.63338
H 0.01120 -0.46197 -1.03613
H -2.03813 0.41962 -1.85738
H -2.11425 1.57785 -0.73534
H 2.70829 1.82368 -1.12584
*
```

(3)
Density functional theory data (ωB97M-V/def2-TZVPD) for a cluster of 2 separate species, C5H11NO2 in total in a non-equilibrium geometry.

The calculation puts the energy above the lowest of the compared OMol25 structures with the same formula, charge and spin at 94.18 kcal/mol. The LUMO energy comes out at 0.83 eV.

The geometry in ORCA input format:
```
! RIJCOSX wB97M-V def2-TZVPD def2/J DEFGRID3
* xyz 0 1
C 1.53169 -0.25370 -0.11768
C 0.30131 0.38464 -1.64227
C 1.15321 -1.23111 0.96033
C -0.62220 0.54419 -0.51848
N -2.62012 -0.08617 0.72206
C -1.56743 -0.36151 -0.16112
O -0.58484 1.72850 0.23602
O 2.01100 0.95438 0.29470
H 0.02571 2.31103 -0.24284
H 1.67573 1.19834 1.17299
H 2.22378 -0.68184 -0.84022
H -3.50446 -0.49800 0.45579
H -2.71085 0.90303 0.91841
H -0.01658 -0.27366 -2.44057
H 1.06092 1.10872 -1.90527
H -1.57582 -1.34185 -0.61135
H 2.05560 -1.48835 1.52572
H 0.71546 -2.12777 0.53007
H 0.44789 -0.78888 1.66373
*
```

(4)
Density functional theory data (ωB97M-V/def2-TZVPD) for a cluster of 2 separate species, C5H11NO2 in total in a non-equilibrium geometry.

The calculation puts the energy above the lowest of the compared OMol25 structures with the same formula, charge and spin at 170.13 kcal/mol. The LUMO energy comes out at -4.73 eV.

The geometry in ORCA input format:
```
! RIJCOSX wB97M-V def2-TZVPD def2/J DEFGRID3
* xyz 0 1
C -0.86237 -0.69338 -0.18195
C -0.01691 0.60625 0.13708
C -0.55487 1.19876 1.50683
C -0.05426 1.62868 -1.03401
N -2.20681 -0.21361 -0.36382
C 2.28578 -2.23153 -0.35416
O 1.47893 -2.79830 0.44634
O 2.06819 -1.18099 -1.09339
H -0.37838 -1.16530 -1.05311
H -0.67844 -1.26734 0.76609
H 1.00097 0.33071 0.33749
H -0.60277 0.46884 2.36967
H -1.63209 1.49501 1.34378
H 0.04857 2.10536 1.78425
H 0.56423 1.15355 -1.87197
H 0.35916 2.64853 -0.84000
H -1.04621 1.74745 -1.43841
H -2.83608 -0.83569 0.18117
H 3.06337 -2.99700 -0.64188
*
```

(5)
Density functional theory data (ωB97M-V/def2-TZVPD) for a cluster of 2 separate species, C5H11NO2 in total in a non-equilibrium geometry.

The SMILES is C[C@H]1CCNC1=O.O. The calculation puts the energy above the lowest of the compared OMol25 structures with the same formula, charge and spin at 56.59 kcal/mol. The LUMO energy comes out at 0.76 eV.

The geometry in ORCA input format:
```
! RIJCOSX wB97M-V def2-TZVPD def2/J DEFGRID3
* xyz 0 1
C 0.95920 -3.02336 3.38736
C 0.19918 -2.36379 2.24481
C -0.07775 -0.86641 2.44794
C -0.40471 -0.28468 1.06678
N 0.31282 -1.12484 0.11638
C 0.92424 -2.43278 0.90568
O 2.04097 -2.87797 0.69864
H 1.96329 -2.58684 3.48805
H 0.42454 -2.86455 4.33319
H 1.06421 -4.10403 3.22138
H -0.75789 -2.89383 2.09973
H -0.89844 -0.70584 3.15820
H 0.83099 -0.38137 2.83637
H -1.48632 -0.35758 0.87383
H -0.10237 0.76918 0.98890
H 0.78463 -0.68598 -0.66524
O 0.09120 -3.52767 -0.99378
H -0.19903 -2.37806 -1.11109
H -0.65587 -3.93089 -0.54018
*
```

(6)
Density functional theory data (ωB97M-V/def2-TZVPD) for an isolated molecule of C5H11NO3S2 in a non-equilibrium geometry.

The calculation puts the energy above the lowest of the compared OMol25 structures with the same formula, charge and spin at 24.53 kcal/mol. The LUMO energy comes out at 0.43 eV.

The geometry in ORCA input format:
```
! RIJCOSX wB97M-V def2-TZVPD def2/J DEFGRID3
* xyz 0 1
C 0.05135 1.21363 -0.55084
C 0.06979 -0.23353 1.67674
C -2.92212 -0.10479 -0.12437
C 2.83008 0.06381 -0.11094
C -0.00561 -0.15144 0.17500
N -0.15707 1.13042 -1.90152
O 0.34302 2.24004 0.04867
O -1.53824 -2.33347 0.09600
O 1.84573 -2.20032 0.46377
S -1.40342 -1.10031 -0.66426
S 1.52875 -1.20527 -0.48705
H 1.00704 -0.63360 1.96208
H 0.00642 0.73005 2.21620
H -0.77335 -0.80885 2.11689
H -3.93386 -0.43761 -0.41584
H -2.67147 0.86030 -0.61770
H -3.13322 -0.04144 0.98799
H 2.23801 0.87891 -0.03389
H 3.61398 0.17055 -0.93280
H 3.28419 -0.01174 0.87753
H -0.35189 0.11962 -2.28958
H 0.07190 1.85503 -2.49209
*
```